*w*
C3H11N2S | wB97M-V/def2-TZVPD

Last column: Löwdin charge in e.
Geometry (Å):
S1 1.05 1.62 0.28  0.681
C1 2.58 0.80 -0.22  -0.653
N1 -3.65 -0.47 -1.16  0.015
H1 -1.62 -2.26 -0.27  0.061
C2 -3.33 -1.00 0.07  -0.350
H2 -2.14 -2.07 1.29  0.073
H3 3.28 0.51 1.79  0.066
H4 -3.20 -0.64 -2.03  0.059
N2 -2.23 -1.76 0.34  0.018
H5 0.30 1.13 -0.71  -0.157
H6 2.89 1.15 -1.21  0.061
H7 -4.29 0.28 -1.24  0.054
H8 4.60 0.64 0.60  0.069
H9 3.70 2.06 1.12  0.061
C3 3.61 1.00 0.87  -0.205
H10 -4.00 -0.70 0.87  0.081
H11 2.45 -0.28 -0.41  0.067

Computed properties:
* HOMO level (alpha / beta): -4.463 / -8.879 eV
* lowest unoccupied orbital energy (alpha / beta): 0.92 / 0.83 eV
* 2S+1: 2
* expectation value of S²: 0.753
* orbital gap (alpha / beta): 5.387 / 9.709 eV

---

*x*
C3H11N2S | wB97M-V/def2-TZVPD

Last column: Löwdin charge in e.
Geometry (Å):
N1 2.34 1.55 -0.15  -0.006
H1 -0.99 0.10 -1.61  0.034
C1 1.14 1.29 0.62  -0.293
H2 -1.51 0.63 0.77  0.060
H3 0.17 1.43 -1.59  0.063
S1 -1.72 -1.69 0.22  0.598
C2 -0.85 -0.23 0.85  -0.594
H4 3.15 1.03 0.17  0.073
H5 -1.88 -2.25 1.44  -0.152
H6 0.49 2.16 0.50  0.108
N2 0.00 0.41 -1.41  0.095
H7 -0.57 -0.33 1.90  0.079
H8 2.62 2.53 -0.13  0.068
H9 1.03 -0.79 -0.02  0.120
H10 0.66 -0.06 -2.07  0.062
C3 0.41 0.09 0.04  -0.428
H11 1.24 1.20 1.70  0.113

Computed properties:
* HOMO level (alpha / beta): -3.306 / -9.239 eV
* lowest unoccupied orbital energy (alpha / beta): 0.75 / 0.48 eV
* 2S+1: 2
* expectation value of S²: 0.751
* orbital gap (alpha / beta): 4.053 / 9.721 eV

---

*y*
C3H11N2S | wB97M-V/def2-TZVPD

Last column: Löwdin charge in e.
Geometry (Å):
H1 4.12 1.63 -0.62  0.068
H2 0.81 0.97 -1.95  0.053
H3 -3.92 -2.04 1.26  0.067
C1 -2.64 -0.28 0.68  -0.592
H4 4.77 0.14 -0.98  0.069
H5 -3.22 -1.12 2.52  0.053
N1 3.98 0.74 -1.07  0.011
C2 2.73 0.44 -1.52  -0.367
H6 2.57 -0.43 -2.17  0.085
S1 -0.85 0.20 0.73  0.638
H7 -3.14 0.68 0.90  0.053
C3 -3.03 -1.49 1.54  -0.165
H8 -0.52 -0.19 2.00  -0.139
N2 1.61 1.25 -1.42  -0.001
H9 -2.65 -0.47 -0.39  0.038
H10 1.59 2.17 -1.01  0.066
H11 -2.19 -2.20 1.51  0.065

Computed properties:
* HOMO level (alpha / beta): -4.219 / -8.814 eV
* lowest unoccupied orbital energy (alpha / beta): 1.08 / 1.06 eV
* 2S+1: 2
* expectation value of S²: 0.753
* orbital gap (alpha / beta): 5.299 / 9.873 eV

---

Which one is the least stable? From the structures above, *x*.